ORCA calculation (ωB97M-V/def2-TZVPD) on C33H20AlBr2N4O4 as an isolated structure.

```
64
Properties=species:S:1:pos:R:3:lowdin_charge:R:1
Br -3.80908 0.82733 -5.42400 0.720
Br -5.11698 0.81743 0.06180 0.750
Al -0.24328 0.81143 0.65920 -0.145
O -0.17138 2.65763 0.15000 0.031
O -2.04828 0.78943 0.34380 0.009
O -0.90408 -1.17827 4.56390 -0.085
O -0.16278 0.63903 2.41700 -0.014
N -0.20758 0.72543 -1.54220 0.104
N 2.07292 2.32533 -0.03010 0.106
N -0.11608 -9.14117 0.40870 0.136
N 1.72282 1.27163 0.74770 0.006
C 0.75142 0.71013 -2.42810 -0.084
C 0.10242 6.21913 -1.98120 -0.088
C -0.12248 -7.99117 0.41730 -0.217
C 1.09462 4.19583 -1.14190 -0.136
C -0.09538 -3.79467 0.39720 -0.240
C 2.64772 -1.76357 4.29850 -0.109
C -0.45388 -5.87027 1.57260 -0.028
C 0.72022 -0.12877 3.00480 -0.231
C 1.28002 6.52373 -2.64420 -0.104
C 3.03062 -0.91817 3.28730 -0.063
C 0.98342 2.99013 -0.30620 -0.427
C -0.05218 -2.38597 0.37800 -0.064
C -2.43928 0.80303 -0.87440 -0.345
C -4.16388 0.82193 -2.61340 -0.182
C 2.35542 5.65053 -2.57970 -0.094
C -0.12288 -6.58467 0.41480 -0.256
C 0.21242 -5.89347 -0.75530 -0.034
C -1.84608 0.81723 -3.31010 -0.183
C 2.53122 0.78813 1.61110 -0.026
C -3.77408 0.81703 -1.27790 -0.589
C 0.36052 -0.99767 4.06720 -0.190
C 1.31312 -1.79947 4.67690 -0.018
C 0.00532 5.05833 -1.23740 -0.013
C -1.47818 0.78433 -1.94040 -0.110
C -2.01458 -0.55137 3.95790 -0.072
C -0.79568 0.82253 -4.24930 -0.029
C 2.08722 -0.12917 2.61920 -0.143
C 0.05282 -1.17437 0.30830 0.106
C 2.26602 4.49093 -1.83340 -0.032
C 0.49982 0.77023 -3.80530 -0.030
C -0.44038 -4.49497 1.56180 -0.014
C 0.22102 -4.51947 -0.76090 -0.025
C -3.22038 0.83123 -3.60950 -0.627
H -2.88018 -0.92977 4.50400 0.088
H -0.69108 -3.93737 2.45240 0.116
H -1.02078 0.86053 -5.30610 0.076
H 0.98092 -2.46277 5.46400 0.113
H -5.21668 0.81503 -2.85690 0.090
H -2.09938 -0.80797 2.90120 0.091
H 0.46602 -6.45157 -1.64670 0.114
H 1.75972 0.65353 -2.04550 0.118
H 0.47522 -3.97757 -1.66090 0.116
H -0.73948 6.89503 -2.03720 0.098
H -1.96298 0.53463 4.05260 0.096
H 4.06142 -0.87557 2.96570 0.102
H 3.08912 3.79833 -1.76290 0.103
H 1.36302 7.44463 -3.20460 0.094
H -0.90348 4.80303 -0.71220 0.118
H 3.36762 -2.39937 4.79280 0.092
H 3.26942 5.88223 -3.10770 0.095
H -0.71428 -6.41387 2.47080 0.115
H 1.32512 0.76693 -4.50120 0.103
H 3.55862 1.15923 1.65820 0.136
```

Properties
LUMO energy ... 2.27 eV
HOMO level ... -5.211 eV
Max |F| ... 0.0255 hartree/bohr
Total charge ... -1
Total energy ... -195383.970 eV
Frontier orbital gap ... 7.5 eV

***

ORCA calculation (ωB97M-V/def2-TZVPD) on C33H20BrCl2F7NO5PSTl as an isolated structure.

```
72
Properties=species:S:1:pos:R:3:lowdin_charge:R:1
Tl 0.11278 -0.43129 -0.79116 0.853
Br -2.02438 -0.35635 1.65623 0.907
Cl 5.90005 -0.31952 2.95180 0.769
Cl 3.04315 0.44923 -1.60689 0.678
S -2.41500 0.77685 -2.52230 0.430
P -0.54451 2.32979 0.54700 1.079
F -4.81701 0.48587 -1.47017 0.120
F -3.66609 -1.33961 -1.48823 0.112
F -4.91231 0.08351 2.14677 0.075
F -2.56927 4.78779 0.80720 0.091
F -4.60586 -0.63659 -3.29725 0.129
F -5.15751 4.72281 1.37882 0.112
F -6.38982 2.37274 2.01285 0.119
O -2.07667 1.11909 -1.14277 -0.543
O 1.35805 -0.36824 1.48241 -0.309
O 1.18973 -1.01517 3.60649 0.030
O -1.47825 -0.13337 -3.13210 -0.393
O -2.88911 1.86415 -3.32264 -0.273
N 3.83530 -1.08324 0.74764 0.079
C 5.86450 -3.89385 1.97514 -0.107
C -0.12143 5.64398 -2.62950 -0.093
C -1.49695 3.99185 -1.56097 -0.102
C 5.12021 1.96920 -0.83375 -0.116
C -2.96648 1.26081 1.49160 -0.565
C 0.56136 5.09839 3.43818 -0.092
C -2.32393 2.43677 1.10480 -0.280
C 4.19056 -2.25097 1.40235 -0.237
C -3.95906 -0.24371 -2.19647 -0.645
C 1.25433 2.91755 4.15418 -0.070
C 4.91758 -4.61069 2.68628 -0.109
C 5.50073 -2.72539 1.33544 -0.098
C 4.36183 0.85375 -0.54494 -0.548
C 1.13410 4.27492 4.39502 -0.099
C 0.93071 5.30747 -1.79271 -0.091
C 6.39051 1.59304 1.15701 -0.121
C -5.08378 2.38677 1.72539 -0.131
C 0.07746 4.56673 2.25587 -0.097
C -1.32744 4.97176 -2.52087 -0.067
C 1.39400 -1.22369 2.42591 -0.699
C -4.32145 1.22711 1.78956 -0.259
C 0.76263 2.37816 2.97805 -0.075
C -4.45738 3.57848 1.39394 -0.122
C 6.15894 2.32980 0.00982 -0.097
C 3.60307 -4.17889 2.69888 -0.046
C -3.09839 3.58966 1.09187 -0.199
C 0.77009 4.31284 -0.84414 -0.106
C 1.74962 -2.67804 1.96245 -0.052
C 0.15395 3.19411 2.02997 -0.332
C -0.45747 3.66876 -0.69559 -0.357
C 5.62909 0.47249 1.43726 -0.564
C 3.20480 -3.02375 2.04103 -0.153
C 4.61381 0.02932 0.56870 -0.276
H 2.85972 -4.76186 3.22455 0.108
H -2.44093 3.47053 -1.49733 0.090
H -0.35157 5.21975 1.50992 0.097
H 1.41657 -2.77848 0.92057 0.103
H 6.23404 -2.16683 0.77239 0.106
H 1.72649 2.27115 4.87797 0.106
H 2.82412 -0.88176 0.71722 0.066
H 6.76922 3.18973 -0.21533 0.099
H 1.49268 4.69621 5.32308 0.094
H 7.14522 1.89700 1.86492 0.098
H 0.48943 6.16355 3.61550 0.097
H 1.87684 5.82440 -1.87199 0.097
H -2.15163 5.20177 -3.17876 0.107
H 0.00593 6.41694 -3.37341 0.095
H 5.19473 -5.51674 3.20704 0.091
H 1.17579 -3.36951 2.58125 0.115
H 4.89790 2.54526 -1.71722 0.101
H 0.86562 1.31967 2.78924 0.064
H 1.59220 4.04089 -0.19361 0.108
H 6.88511 -4.24347 1.91497 0.096
```

Properties
LUMO energy ... 2.31 eV
Energy relative to the best compared isomer or geometry (same formula, charge and spin) ... 0.0 kcal/mol
HOMO level ... -5.444 eV
Max |F| ... 0.0256 hartree/bohr
Total charge ... -1
Total energy ... -185204.526 eV
Frontier orbital gap ... 7.8 eV

***

ORCA calculation (ωB97M-V/def2-TZVPD) on C33H20BrCl2F7NO5PSTl as an isolated structure.

```
72
Properties=species:S:1:pos:R:3:lowdin_charge:R:1
Tl -0.31075 -0.09131 -1.47326 0.904
Br -0.72513 -1.22398 2.45106 0.882
Cl 2.93731 0.68534 0.12701 0.698
Cl 5.10811 -4.13293 -1.15935 0.754
S -3.72515 -1.61866 -0.33567 0.456
P -1.89491 1.45719 1.00688 1.034
F -3.73951 -4.25792 -0.26409 0.124
F -4.88415 2.00793 5.27002 0.120
F -2.44900 -3.39825 -1.78023 0.121
F -4.02627 -0.34749 6.30565 0.127
F -2.16718 -1.79412 5.01028 0.081
F -3.91805 2.90290 2.96807 0.104
F -1.85220 -3.36790 0.30532 0.102
O -3.88241 -1.44039 1.09039 -0.318
O 0.71949 -2.33749 -1.32619 -0.291
O -4.94211 -1.73768 -1.09172 -0.288
O 1.29297 -4.36386 -2.11364 0.044
O -2.73669 -0.70381 -0.92563 -0.546
N 3.44010 -1.49835 -1.72075 0.073
C 5.01648 -2.70278 -0.19027 -0.570
C -0.55451 5.27426 2.04342 -0.086
C -2.58918 -0.65331 4.46337 -0.260
C -1.40894 4.25167 1.65289 -0.093
C 4.71943 -0.63592 1.63457 -0.118
C 1.22713 3.69576 2.34363 -0.087
C -2.54508 0.98721 2.68051 -0.293
C 4.70875 -2.69025 -5.53147 -0.107
C -2.88785 -3.25589 -0.51996 -0.668
C -3.16726 3.16260 -0.78581 -0.110
C -3.48649 1.71178 3.39574 -0.210
C 3.37526 -2.79698 -5.16916 -0.045
C 4.17438 -1.62711 -0.53979 -0.269
C 1.11727 -3.16364 -2.23365 -0.682
C 1.43477 -2.51278 -3.61469 -0.065
C 0.76386 5.00327 2.38036 -0.097
C -5.70231 2.13158 -0.37181 -0.063
C 4.02896 -0.62724 0.43974 -0.564
C 3.84700 -1.91626 -2.99406 -0.227
C 5.71637 -2.71511 1.00648 -0.123
C -3.55047 0.07746 5.13643 -0.136
C -2.07887 -0.20312 3.26145 -0.582
C 5.58260 -1.68052 1.91199 -0.095
C 0.37704 2.67414 1.94700 -0.118
C 5.61286 -2.15121 -4.63026 -0.105
C 5.17980 -1.75557 -3.37900 -0.061
C -5.51701 3.15723 -1.28839 -0.090
C -0.94711 2.93948 1.59211 -0.345
C -4.62925 1.63215 0.34718 -0.094
C -3.35813 2.17571 0.17956 -0.373
C -3.99095 1.27116 4.60620 -0.136
C 2.90894 -2.40359 -3.91832 -0.150
C -4.24297 3.65840 -1.50787 -0.088
H -0.91873 6.29425 2.07366 0.100
H -2.17084 3.55087 -0.96629 0.106
H -6.36152 3.56226 -1.83151 0.097
H 2.25504 3.46899 2.59871 0.100
H 5.87565 -1.32642 -2.66820 0.113
H 0.96607 -1.52267 -3.63246 0.070
H 5.03398 -3.01314 -6.51242 0.092
H 0.96744 -3.11961 -4.38896 0.116
H 0.74204 1.65398 1.90973 0.059
H 2.65818 -3.18808 -5.88158 0.108
H 6.33811 -3.57083 1.23103 0.099
H -4.08498 4.43666 -2.24463 0.099
H 6.65570 -2.03688 -4.89931 0.096
H 1.42830 5.80677 2.67299 0.097
H 2.43428 -1.51149 -1.55236 0.069
H -2.43695 4.47967 1.40511 0.100
H -4.78035 0.80297 1.02829 0.097
H -6.68713 1.70916 -0.21894 0.108
H 6.12031 -1.70580 2.85033 0.102
H 4.58640 0.17756 2.33451 0.101
```

Properties
LUMO energy ... 2.08 eV
Energy relative to the best compared isomer or geometry (same formula, charge and spin) ... 1.5 kcal/mol
HOMO level ... -5.650 eV
Max |F| ... 0.0179 hartree/bohr
Total charge ... -1
Total energy ... -185204.462 eV
Frontier orbital gap ... 7.7 eV